The following is a DFT calculation (wB97M-V/def2-TZVPD) of one molecule with the formula C18H25N5O2 at a distorted geometry.

ORCA input file:
```
! RIJCOSX wB97M-V def2-TZVPD def2/J DEFGRID3
* xyz 0 1
N -2.51 2.33 -1.52
N -3.71 1.05 0.10
O 2.94 0.36 4.19
O -0.56 -0.30 -2.35
C -1.43 2.78 -2.14
C -3.48 0.04 0.91
C -2.56 1.24 -0.67
C -1.67 0.26 -0.34
C 2.00 -1.20 2.55
C 0.64 0.34 3.76
C 0.86 -1.72 1.90
C -0.50 -0.08 3.08
C 1.89 -0.17 3.49
C -0.40 -1.15 2.15
N -0.09 2.44 -1.89
N 0.35 1.43 -0.99
N -2.23 -0.44 0.68
C 4.29 -0.05 3.98
C 0.92 2.90 -2.86
C 0.78 1.94 0.34
C -0.33 0.12 -1.01
C -1.63 -1.59 1.37
C -2.02 -1.97 -3.31
C 0.53 -2.20 -3.24
C -0.75 -1.73 -2.49
H -1.60 3.55 -2.88
H -4.20 -0.35 1.65
H 2.96 -1.58 2.26
H 0.56 1.13 4.50
H 0.97 -2.47 1.15
H -1.43 0.44 3.24
H 4.57 0.15 2.93
H 4.43 -1.15 4.18
H 4.94 0.52 4.65
H 1.22 2.08 -3.51
H 1.80 3.27 -2.36
H 0.53 3.70 -3.50
H -0.09 2.37 0.89
H 1.56 2.70 0.27
H 1.16 1.14 0.95
H 0.34 -0.57 -0.49
H -2.37 -2.04 2.03
H -1.34 -2.36 0.65
H -2.18 -3.01 -3.43
H -2.88 -1.60 -2.76
H -1.95 -1.51 -4.32
H 1.42 -1.89 -2.68
H 0.58 -1.69 -4.19
H 0.50 -3.29 -3.39
H -0.82 -2.18 -1.54
*
```

Output
Orbital gap: 7.74 eV
HOMO level: -7.159 eV
ΔE to the lowest compared entry with this formula, charge and spin: 57.7 kcal per mole
Structure (SMILES): COc1ccc(Cn2cnc3c2[C@@H](OC(C)C)N(C)N(C)C=N3)cc1

natural (NBO) population analysis, charges in e, atoms 1 to 8: -0.51 -0.45 -0.52 -0.54 0.29 0.15 0.25 -0.01